(1)
A 11-piece molecular cluster, C28H81N3O19 overall at a distorted geometry, computed with ωB97M-V/def2-TZVPD.

```
131
Properties=species:S:1:pos:R:3:forces:R:3:lowdin_charge:R:1
C -3.65025 2.60708 4.77136 -0.173 -0.654 -0.752 -0.06
C -4.45205 3.62914 3.89737 1.295 0.244 1.544 -0.44
C -3.82554 3.71944 2.52391 -1.614 -0.282 -0.697 -0.21
O -3.97168 2.44109 1.86384 0.013 1.100 0.674 -0.21
C -3.57486 2.60742 0.52611 0.910 -0.275 -0.082 -0.11
N -5.85534 3.24305 3.94212 -0.290 0.079 -1.329 0.03
H -4.38464 2.20496 5.47713 0.497 0.037 0.230 0.07
H -2.72859 2.94410 5.26866 -0.556 0.438 -0.030 0.07
H -3.29356 1.75873 4.13454 -0.536 0.543 0.316 0.07
H -4.41852 4.64312 4.36868 0.265 -0.638 -0.342 0.14
H -2.78154 4.00008 2.57087 0.462 0.060 0.046 0.11
H -4.37609 4.50620 1.93147 0.461 -0.582 0.280 0.13
H -2.62185 3.17639 0.54528 -0.212 -0.387 -0.480 0.09
H -4.31064 3.21516 -0.01460 -0.008 -0.250 -0.220 0.09
H -3.40950 1.60194 0.08527 -0.211 0.808 0.043 0.08
H -5.91126 2.32286 3.51966 0.047 -0.503 0.253 0.07
H -6.30826 3.77800 3.19330 -0.190 0.226 0.466 0.08
C 1.88450 -5.28029 -1.58953 1.753 0.130 0.193 -0.06
C 0.71207 -5.49889 -2.53332 0.250 -0.564 -0.421 -0.44
C -0.44502 -4.69997 -2.03989 -0.447 1.100 1.153 -0.24
O -0.99578 -5.40588 -0.93131 -1.239 0.327 -0.070 -0.23
C -2.16751 -6.17027 -1.31028 1.532 0.054 0.866 -0.08
N 1.02586 -4.98226 -3.86176 -0.068 -1.577 -0.471 0.05
H 1.60858 -5.22810 -0.54094 -0.186 -0.235 0.180 0.06
H 2.35143 -4.30410 -1.83869 -0.479 -0.135 0.136 0.07
H 2.78508 -5.95239 -1.66995 -1.178 0.074 -0.128 0.09
H 0.36430 -6.58308 -2.54201 0.677 1.166 -0.322 0.16
H -1.19103 -4.45153 -2.83755 0.445 -0.383 0.596 0.14
H -0.04192 -3.72171 -1.62893 -0.576 -0.831 -0.507 0.13
H -3.00166 -5.51959 -1.55645 -0.185 0.098 0.075 0.07
H -2.38088 -6.81927 -0.42481 -0.024 0.416 -0.995 0.11
H -1.85546 -6.72329 -2.19666 -0.525 -0.522 0.009 0.08
H 2.00422 -5.07616 -4.01251 0.931 -0.568 -0.396 0.05
H 0.93415 -4.00183 -3.88620 -0.672 1.511 0.145 0.05
C -3.26777 -2.95339 -0.18186 0.164 0.684 1.473 -0.04
C -3.60574 -1.70524 0.65937 -1.795 -0.197 0.744 -0.37
C -4.79416 -0.77418 0.21950 1.841 -0.394 0.854 -0.21
O -4.68681 -0.35134 -1.12556 -1.097 0.276 -0.008 -0.19
C -5.99289 -0.00724 -1.55191 0.071 3.365 -0.462 -0.13
N -4.02136 -2.08705 2.04595 -0.026 -0.825 -1.225 0.05
H -4.00055 -3.74658 -0.08550 -0.219 -0.166 0.170 0.08
H -2.25836 -3.32274 0.11305 -0.744 0.122 -0.279 0.09
H -3.26491 -2.62943 -1.18180 0.252 0.163 -1.581 0.06
H -2.72491 -1.12838 0.68198 1.206 0.937 0.063 0.09
H -4.78003 0.10913 0.94997 -0.318 -1.088 -0.958 0.13
H -5.68086 -1.37452 0.34066 -0.583 -0.054 0.233 0.11
H -6.67172 -0.79300 -1.66488 -0.746 -1.842 0.025 0.06
H -5.97624 0.52451 -2.52354 0.525 -0.467 0.266 0.09
H -6.54589 0.76224 -0.90940 1.047 -0.922 -0.141 0.11
H -3.78909 -3.06887 2.11806 -0.099 -0.078 0.421 0.06
H -3.49449 -1.61474 2.74529 0.586 0.512 0.415 0.03
C 0.61517 2.34178 3.46350 -0.618 -1.638 -1.624 -0.22
C 2.10136 1.96775 3.39454 -1.439 0.011 0.647 -0.24
O 2.86784 2.89791 4.13593 -0.172 -0.693 0.129 -0.03
O 0.44596 3.66057 2.97189 -0.167 0.214 -0.103 -0.08
H 0.22382 2.24151 4.47452 0.032 0.106 0.158 0.11
H -0.03312 1.67051 2.78093 1.157 0.873 1.019 0.14
H 2.40693 1.94651 2.37666 0.347 0.054 -1.062 0.10
H 2.19282 0.97021 3.77561 0.448 -0.505 0.536 0.10
H 2.82290 3.65652 3.56556 0.513 0.930 -0.177 0.05
H 0.60374 4.20677 3.73517 -0.003 0.742 0.302 0.09
C -0.62866 -2.30298 4.78910 -0.523 -0.717 -0.614 -0.21
C -0.48542 -0.87742 4.31720 -0.116 0.241 -1.083 -0.20
O -1.20762 -0.85652 3.05624 -1.003 -0.800 2.134 -0.07
O 0.10674 -3.24560 3.97445 -0.351 0.670 0.356 -0.10
H -1.70212 -2.59601 4.80253 0.473 0.351 -0.174 0.13
H -0.29346 -2.41179 5.80524 0.489 -0.125 0.393 0.11
H 0.57054 -0.62562 4.13781 -0.163 -0.170 0.139 0.11
H -0.87625 -0.14851 5.07799 -0.026 -0.588 -0.798 0.13
H -0.82681 -0.43283 2.31433 1.176 1.058 -1.109 0.02
H 0.02214 -3.05515 3.01862 -0.272 0.450 0.752 0.08
C 2.39127 3.12188 -4.47877 -2.404 -0.485 0.571 -0.24
C 3.39332 2.50020 -5.38707 0.677 -0.169 0.571 -0.17
O 4.55992 2.69979 -4.55931 0.016 -0.292 -0.654 -0.10
O 2.72537 4.42475 -3.95697 0.885 -0.623 -0.925 -0.07
H 2.22544 2.45125 -3.61935 0.032 0.163 -0.283 0.10
H 1.42916 3.21208 -5.00647 0.195 0.096 0.237 0.13
H 3.47168 3.05996 -6.29363 0.303 0.518 -0.732 0.11
H 3.23327 1.42064 -5.68624 -0.084 1.075 0.809 0.16
H 5.34362 2.55017 -5.06403 1.057 -0.187 -0.400 0.10
H 3.70444 4.45632 -4.00446 -0.649 0.088 0.285 0.10
C 6.63814 0.98410 -1.87445 -2.089 1.089 -1.313 -0.20
C 5.15662 1.21991 -1.44886 0.208 0.633 -0.129 -0.19
O 4.20746 1.10569 -2.52142 0.450 -1.178 1.478 -0.10
O 6.97905 1.95108 -2.88546 0.775 0.858 0.833 -0.09
H 6.70756 0.06407 -2.43496 -0.024 -0.619 0.355 0.12
H 7.28089 1.00116 -1.01522 0.455 0.005 0.370 0.11
H 4.96684 2.21936 -0.95100 0.675 -0.913 -0.363 0.13
H 4.93770 0.44000 -0.73491 -0.388 -0.237 0.325 0.11
H 4.48701 1.61355 -3.28046 0.367 0.718 -0.530 0.02
H 7.32640 2.74619 -2.43039 -0.356 -0.606 -0.498 0.10
C -1.82974 1.18623 -2.95636 1.310 -0.386 0.904 -0.21
C -0.97854 0.72767 -4.10006 1.581 -0.303 0.076 -0.20
O -0.29601 -0.49380 -3.73557 0.586 0.566 -0.141 -0.09
O -1.04518 1.60361 -1.85766 0.260 0.468 1.086 -0.09
H -2.32692 0.33662 -2.52285 -0.514 -0.614 -0.279 0.12
H -2.58236 1.89265 -3.19300 -0.648 1.056 -0.580 0.11
H -0.21667 1.48106 -4.47742 -0.956 -0.523 0.629 0.13
H -1.59814 0.46485 -4.92382 -0.611 -0.152 -0.825 0.10
H 0.56664 -0.26690 -3.32173 -0.778 0.090 0.001 0.06
H -0.33939 2.25492 -2.00139 -0.260 0.019 -0.838 0.06
C 1.09898 3.67955 -0.54834 -0.396 -0.125 0.645 -0.25
C 2.27744 4.59911 -0.16157 0.227 -0.940 -1.038 -0.22
O 2.66160 4.49216 1.19571 -0.484 -0.072 -0.228 -0.07
O 0.96923 3.67048 -1.93154 0.411 0.584 -1.957 -0.11
H 0.09445 3.97635 -0.17975 0.670 0.349 0.442 0.13
H 1.19925 2.62479 -0.23541 0.545 0.356 0.255 0.11
H 2.00596 5.62521 -0.43379 0.059 0.060 0.105 0.12
H 3.12863 4.28941 -0.85974 -0.767 0.365 1.139 0.13
H 1.81576 4.32516 1.64688 0.217 0.006 0.336 0.05
H 1.64184 4.23035 -2.40471 -0.690 -0.690 0.586 0.08
C 3.34599 -2.88060 2.23020 0.108 2.629 -0.159 -0.25
C 2.66319 -4.06764 2.78038 -0.522 -0.194 -0.248 -0.22
O 1.46418 -4.25121 1.97977 0.171 -0.271 1.097 -0.09
O 3.37515 -2.80074 0.82331 0.319 -0.494 -0.824 -0.08
H 4.38109 -2.64106 2.57551 -0.676 -0.865 -0.116 0.14
H 2.76851 -2.00197 2.57377 -0.034 -0.077 0.126 0.11
H 2.44478 -3.89474 3.83252 -0.273 0.028 -0.015 0.12
H 3.26648 -4.93638 2.71496 0.615 -1.094 -0.251 0.11
H 0.82628 -4.64646 2.60182 0.250 -0.010 -0.573 0.09
H 2.51730 -3.03017 0.42179 0.355 -0.052 0.701 0.05
C 1.76612 -0.78015 -0.87393 -0.608 0.356 -0.827 -0.22
C 0.36021 -1.10225 -0.44860 -0.246 0.194 0.626 -0.21
O -0.21355 0.03851 0.20859 0.548 -1.853 1.513 -0.07
O 1.68672 0.39675 -1.68331 0.731 -0.221 -0.713 -0.10
H 2.22339 -1.63211 -1.39451 0.019 0.109 -0.085 0.12
H 2.34855 -0.51282 -0.03604 0.802 -0.110 1.246 0.10
H 0.32558 -1.98487 0.21821 0.092 0.470 -0.003 0.12
H -0.23887 -1.35318 -1.31155 -0.248 -0.063 -0.441 0.10
H -0.42155 0.64945 -0.48093 -0.583 1.070 -1.166 0.01
H 2.61097 0.66304 -1.91781 -0.698 -0.116 -0.010 0.06
```
Forces are in eV/Å.

Output
LUMO level = 0.15 eV
Charge = 0
SMILES = COC[C@H](C)N.COC[C@H](C)N.COC[C@H](C)N.OCCO.OCCO.OCCO.OCCO.OCCO.OCCO.OCCO.OCCO
Gap between HOMO and LUMO = 8.92 eV
HOMO = -8.77 eV

=====

(2)
C32H27ClIMnNOPSi as an isolated structure, computed with ωB97M-V/def2-TZVPD.

```
66
Properties=species:S:1:pos:R:3:forces:R:3:lowdin_spin:R:1
Mn -0.45869 -0.61647 1.10091 0.549 0.238 -0.046 3.90
C -2.61351 -1.40402 -5.04150 -0.012 -0.003 -0.010 0.00
C -3.18244 -1.17729 -3.79625 0.003 0.005 0.000 0.00
C -2.37484 -1.10114 -2.67285 -0.012 -0.029 -0.018 0.00
C -0.99484 -1.25502 -2.78436 -0.085 -0.017 0.003 -0.01
C -0.43007 -1.48913 -4.03585 0.023 0.040 -0.001 0.00
C -1.24011 -1.56013 -5.15938 0.005 0.006 -0.010 0.00
P -0.00851 -1.27535 -1.26771 0.178 -0.003 0.409 -0.04
C 1.69806 -0.93329 -1.75324 0.009 0.045 -0.041 0.00
C 1.98592 0.21979 -2.48273 -0.007 0.043 0.021 0.00
C 3.29830 0.55208 -2.76995 0.007 -0.032 -0.004 0.00
C 4.33447 -0.25636 -2.31806 -0.006 0.005 -0.020 0.00
C 4.05293 -1.39479 -1.58033 0.012 -0.010 0.006 0.00
C 2.73749 -1.73510 -1.29568 0.006 -0.016 -0.022 0.00
C -0.09041 -2.90240 -0.52326 -0.139 -0.064 -0.008 0.01
C -0.02992 -4.19306 -1.04370 0.074 -0.015 -0.001 0.00
C -0.17887 -5.24754 -0.16171 -0.005 -0.013 0.049 0.02
C -0.38813 -5.00848 1.20096 0.013 0.010 -0.011 -0.01
C -0.46885 -3.71839 1.70239 0.067 -0.019 -0.021 0.01
C -0.32188 -2.63855 0.83014 -0.267 0.110 -0.104 -0.07
H -3.24171 -1.46167 -5.92069 -0.001 0.005 -0.003 0.00
H -4.25382 -1.05980 -3.69995 -0.001 -0.002 -0.001 0.00
H -2.82172 -0.94167 -1.69931 0.009 -0.023 0.013 0.00
H 0.64149 -1.60934 -4.13381 -0.008 -0.006 0.006 0.00
H -0.79578 -1.73955 -6.12962 0.000 -0.003 -0.001 0.00
H 1.18456 0.86781 -2.81799 -0.020 -0.006 0.011 0.00
H 3.51505 1.44871 -3.33608 0.001 0.006 -0.004 0.00
H 5.36111 0.00833 -2.53552 0.003 0.002 0.003 0.00
H 4.85729 -2.02156 -1.21831 0.005 0.002 -0.004 0.00
H 2.52487 -2.62047 -0.70972 -0.017 0.002 -0.001 0.00
H 0.12022 -4.36747 -2.10308 0.006 0.002 0.003 0.00
H -0.13942 -6.26724 -0.52318 0.003 0.002 -0.008 0.00
H -0.49891 -5.85325 1.87024 -0.002 0.001 0.003 0.00
H -0.64028 -3.54598 2.75822 -0.017 -0.008 0.002 0.00
Cl -5.19199 1.94612 5.44912 -0.015 0.007 0.027 0.00
C -3.83138 1.15065 4.71671 0.035 -0.019 -0.054 0.01
C -2.86632 0.59124 5.50156 0.034 -0.009 -0.028 0.00
C -1.74842 -0.05392 4.93723 -0.184 0.114 -0.045 0.01
I -0.32680 -0.88165 6.19305 0.100 -0.060 0.013 0.00
C -1.58235 -0.14875 3.56720 -0.005 -0.063 0.142 0.00
O -0.56620 -0.74612 3.00840 -0.107 -0.043 -0.217 0.03
C -2.61363 0.43428 2.75326 -0.033 -0.003 -0.052 0.01
N -2.44423 0.32207 1.40757 0.097 -0.082 -0.045 0.04
C -3.32349 0.85698 0.59460 -0.051 0.067 0.103 0.02
C -4.46596 1.53107 1.05747 0.082 -0.040 0.025 0.00
C -4.66721 1.63907 2.40533 -0.061 0.049 -0.043 0.01
C -3.73164 1.08941 3.30475 0.014 -0.014 0.109 0.00
H -2.95402 0.64332 6.57786 -0.026 0.016 0.001 0.00
H -3.12560 0.77350 -0.46649 0.009 0.005 -0.009 0.00
H -5.16115 1.95571 0.34785 -0.011 0.003 0.001 0.00
H -5.53507 2.15057 2.79827 -0.007 0.003 -0.006 0.00
C 4.40217 2.62678 0.37939 -0.055 0.013 -0.005 0.00
Si 2.70266 3.35906 0.68555 -0.032 -0.018 0.044 0.01
C 2.21847 4.44404 -0.76737 0.020 -0.025 0.049 0.00
C 2.72205 4.37108 2.26335 0.007 -0.021 -0.077 0.00
C 1.47805 2.00609 0.85193 0.079 0.065 -0.053 0.06
C 0.69134 1.07908 0.97050 -0.246 -0.193 -0.099 0.00
H 5.17283 3.39886 0.43902 0.008 0.009 -0.009 0.00
H 4.45641 2.16467 -0.60832 -0.019 -0.001 0.017 0.00
H 4.63178 1.85674 1.11757 -0.003 0.006 0.024 0.00
H 2.95326 5.23556 -0.93156 0.006 0.007 0.003 0.00
H 1.24759 4.91244 -0.59689 -0.009 -0.002 0.005 0.00
H 2.14735 3.85213 -1.68217 0.007 -0.012 -0.004 0.00
H 3.44656 5.18626 2.19805 0.002 0.004 0.000 0.00
H 2.98644 3.74787 3.11910 0.006 -0.016 -0.002 0.00
H 1.73945 4.80360 2.45908 -0.010 -0.002 -0.006 0.00
```
Forces are in eV/Å.

Output
Expectation value of S² = 6.12
LUMO level (alpha / beta) = -0.61 / -0.35 eV
Charge = 0
Gap between HOMO and LUMO (alpha / beta) = 6.96 / 7.39 eV
Spin multiplicity = 5
HOMO (alpha / beta) = -7.58 / -7.74 eV

=====

(3)
C9H22Al2CsF3InNO13P as an isolated structure at a distorted geometry, computed with ωB97M-V/def2-TZVPD.

```
53
Properties=species:S:1:pos:R:3:forces:R:3:lowdin_charge:R:1
C 2.91047 -1.28870 1.50835 0.347 0.825 -0.410 -0.07
C 3.17615 -0.26936 0.38719 -0.953 -0.890 0.079 -0.15
C 2.10795 -0.19645 -0.70314 1.008 0.705 0.363 -0.13
O 1.13641 -1.27890 -0.66217 0.237 0.680 0.632 -0.03
C -0.03614 -0.99366 -1.10251 0.810 -1.825 -2.398 -0.12
In -1.24639 0.27610 0.50506 -1.266 0.457 1.498 0.80
C -3.36749 0.24530 -0.19843 0.839 -0.073 0.117 -0.19
C -4.39401 0.16366 0.90412 -0.220 0.519 -0.893 -0.25
O -5.35941 1.29663 0.69975 0.418 -0.222 0.301 -0.25
C -5.22811 -1.12341 0.86019 -0.516 -0.024 1.074 -0.59
F -6.46670 -0.83689 1.37552 0.176 -0.233 -0.122 0.07
F -5.43509 -1.54857 -0.38261 0.063 -0.175 0.057 0.16
F -4.70157 -2.07495 1.61961 0.063 0.198 -0.595 0.21
P -0.42591 2.70314 0.33652 1.460 -1.671 0.012 0.33
O -0.44616 3.10602 -1.08086 -0.218 -0.060 -0.053 -0.49
O 1.03861 2.91985 0.86882 0.178 -0.064 0.475 -0.13
O -1.41317 3.79365 1.31599 8.221 -10.340 11.700 -1.06
H 3.20083 -0.83559 2.43136 0.260 0.050 0.599 0.06
H 3.53647 -2.14844 1.36510 -0.024 -0.610 0.018 0.09
H 1.87383 -1.56253 1.61884 -0.376 -0.232 -0.094 0.06
H 3.23561 0.71329 0.81895 0.208 0.511 0.028 0.11
H 4.10251 -0.50791 -0.09582 0.592 0.063 -0.081 0.11
H 1.58321 0.74437 -0.63933 -0.582 0.217 0.031 0.09
H 2.59794 -0.18344 -1.66008 -0.102 -0.417 -0.647 0.12
H -0.61990 -1.89758 -1.23310 -0.620 -0.142 0.709 0.13
H -0.07443 -0.38225 -2.00891 -0.165 1.077 0.413 0.14
H -0.98974 -0.44436 2.06726 0.170 -0.078 -0.325 -0.03
H -3.52617 1.14824 -0.76168 0.010 0.476 -0.175 0.06
H -3.46736 -0.55452 -0.90808 -0.178 -0.417 -0.256 0.05
H -4.00098 0.31692 1.89183 0.050 -0.185 0.585 0.15
H -5.63672 1.62174 1.57196 0.124 0.068 0.214 0.12
H 1.22627 2.46949 1.70148 0.271 0.189 0.395 0.10
H -1.35580 3.38600 2.22200 0.425 0.650 0.422 0.07
Cs -2.26782 4.74612 -0.05826 -9.902 11.560 -12.912 1.63
Al -7.11636 1.18130 -0.32205 -0.634 -0.015 -0.468 1.06
C -0.85909 5.04047 5.03205 -1.009 1.126 0.383 -0.75
O -0.22179 5.05052 6.09649 0.288 -0.440 -0.302 0.21
O -1.90091 5.90646 4.91305 0.845 -0.524 0.487 0.13
O -0.60035 4.28787 4.08076 0.142 -0.655 -0.628 0.10
H -1.88662 6.36971 5.77641 -0.390 0.172 -0.378 0.14
O 2.86134 -2.05632 4.32662 -0.022 -0.146 0.071 -0.05
H 2.11210 -2.50967 3.93218 -0.092 -0.073 0.057 0.03
H 3.28347 -2.73608 4.86273 0.080 0.086 0.126 0.06
N 2.85997 -2.45352 -3.18711 -0.002 -0.036 -0.205 -0.61
O 2.13427 -1.55162 -3.61020 -0.116 0.062 -0.123 0.12
O 3.92220 -2.18724 -2.65693 0.284 0.073 0.117 0.19
O 2.51210 -3.62210 -3.31187 -0.167 -0.274 -0.147 0.16
C 3.26362 -3.66168 -6.40947 -0.282 -0.317 -1.280 -0.32
O 3.95731 -2.88328 -5.64622 0.135 0.193 0.421 0.00
H 2.15614 -3.48514 -6.42443 0.026 0.016 0.399 0.16
H 3.57729 -3.64350 -7.51906 -0.668 -0.012 0.657 -0.12
H 3.29198 -4.75028 -6.12364 -0.054 0.122 0.390 0.17
Al 5.38609 -3.81897 -8.38426 0.824 0.056 -0.341 1.16
```
Forces are in eV/Å.

Output
LUMO level = -12.84 eV
Charge = +3
Gap between HOMO and LUMO = 1.53 eV
HOMO = -14.36 eV